No. 1
# C6H38O15

A cluster of 13 separate species, C6H38O15 in total at a distorted geometry (the ωB97M-V functional and the def2-TZVPD basis, the OMol25 dataset).

net charge = 0
HOMO level = -10.09 eV
frontier orbital gap = 10.017 eV
energy relative to the best compared isomer or geometry (same formula, charge and spin) = 78.6 kcal per mole
LUMO energy = -0.07 eV

Atoms and positions in Å:
O -2.088 2.878 -1.782
O 4.565 0.032 0.193
O -3.821 0.328 -1.472
O -0.109 -3.716 0.140
O 4.049 2.179 1.111
O -3.390 3.513 0.150
O -0.744 3.631 0.845
O -2.702 -0.699 -3.975
O -1.619 -3.121 2.306
O 2.834 0.463 1.563
O 0.776 2.295 2.164
O -3.835 -2.514 -0.878
O -0.813 -0.950 4.016
O -2.310 0.156 1.525
O 2.286 -4.075 -0.251
C -0.032 0.181 -0.769
C 3.630 0.990 0.457
C 1.208 -0.660 -1.293
C 2.490 0.177 -1.770
C 0.791 -1.496 -2.512
C 2.815 1.278 -0.763
H -0.324 -0.332 0.159
H -0.690 -1.898 4.166
H 3.234 -0.678 -1.724
H -1.502 2.439 -1.166
H -4.587 -2.816 -0.372
H -2.867 -0.132 -3.173
H 3.359 2.843 1.016
H -1.472 -4.008 2.705
H -1.771 -3.446 1.402
H -3.353 0.604 -0.656
H -1.527 3.761 1.400
H -4.024 3.300 -0.542
H -3.654 -1.584 -0.684
H -2.654 -0.581 2.044
H 2.345 0.320 -2.828
H -1.501 3.487 -2.256
H 0.159 -0.886 -3.168
H -1.502 0.263 2.056
H 0.155 1.220 -0.859
H 0.136 -2.992 0.739
H 1.550 -1.969 -3.087
H -3.305 -1.437 -3.735
H 1.885 1.694 -0.504
H -0.005 -3.208 -0.714
H -0.850 -0.015 -1.522
H 5.017 -0.302 0.984
H 3.355 1.985 -1.385
H 1.674 -1.359 -0.591
H 0.019 1.717 2.177
H 2.829 -4.501 -0.973
H 1.541 1.746 1.950
H 3.002 -3.858 0.371
H -0.144 -0.715 4.696
H -4.586 0.913 -1.510
H -2.835 2.788 0.428
H 0.081 -2.342 -2.414
H -0.061 4.101 1.340
H 2.539 -0.424 1.322

---

No. 2
# C3H3FO3Yb

A structure of composition C3H3FO3Yb at a distorted geometry (the ωB97M-V functional and the def2-TZVPD basis, the OMol25 dataset).

net charge = 0
HOMO level = -7.65 eV
frontier orbital gap = 6.357 eV
energy relative to the best compared isomer or geometry (same formula, charge and spin) = 24.7 kcal per mole
LUMO energy = -1.29 eV

Atoms and positions in Å:
Yb -1.103 -0.061 2.136
F -1.413 1.208 0.198
O 1.058 0.065 1.696
O 1.901 -1.773 0.623
O 0.043 -1.906 1.875
C 1.190 -1.344 1.564
C -0.260 0.270 -1.719
C -0.447 1.357 -0.960
H 0.102 0.441 -2.734
H -0.758 -0.657 -1.431
H -0.312 2.399 -1.248

---

No. 3
# C6H18NO5

A structure of composition C6H18NO5 at a distorted geometry (the ωB97M-V functional and the def2-TZVPD basis, the OMol25 dataset).

net charge = +1
HOMO level = -13.46 eV
frontier orbital gap = 9.961 eV
energy relative to the best compared isomer or geometry (same formula, charge and spin) = 20.0 kcal per mole
LUMO energy = -3.50 eV

Atoms and positions in Å:
O 1.404 0.679 -2.691
O -1.229 1.022 -2.494
O 1.608 1.186 -0.721
O 1.120 -0.671 2.398
O -0.158 1.630 1.933
N -2.118 1.126 0.324
C -0.854 -0.939 -0.144
C -0.489 -2.356 0.187
C -1.323 2.067 0.003
C 1.200 -1.830 2.052
C 1.000 -2.247 0.634
C -1.703 -0.226 0.563
H 2.065 2.006 -0.506
H -0.323 -0.618 -1.028
H -2.234 -0.637 1.413
H 0.395 0.897 2.271
H 0.024 2.445 2.408
H 1.539 -1.622 -0.082
H 1.470 -3.235 0.560
H 1.694 0.633 0.065
H -0.555 -3.059 -0.637
H -1.713 3.071 -0.076
H -1.722 0.366 -2.995
H -0.287 0.962 -2.753
H 1.775 0.973 -1.840
H 2.182 0.349 -3.158
H -1.061 -2.697 1.051
H 1.623 -2.559 2.759
H -3.083 1.291 0.577
H -0.246 1.994 -0.072

---

No. 4
# C4H8N2O2

The molecule C4H8N2O2 at a distorted geometry (the ωB97M-V functional and the def2-TZVPD basis, the OMol25 dataset).

net charge = 0
HOMO level = -9.67 eV
frontier orbital gap = 10.192 eV
energy relative to the best compared isomer or geometry (same formula, charge and spin) = 8.4 kcal per mole
SMILES = CC(=O)NCC(N)=O
LUMO energy = 0.53 eV

Atoms and positions in Å:
O -2.235 0.153 -2.096
O 2.021 1.238 -0.721
N 2.352 0.193 1.256
N -0.747 0.864 -0.594
C 1.567 0.730 0.275
C 0.087 0.771 0.592
C -1.458 -1.518 -0.598
C -1.528 -0.108 -1.137
H -2.387 -2.026 -0.809
H -1.287 -1.572 0.480
H 1.965 -0.358 2.000
H -0.287 -0.049 1.195
H -0.071 1.679 1.164
H -0.574 -1.978 -1.033
H -0.774 1.706 -1.149
H 3.355 0.275 1.175

---

No. 5
# C24H60F2N9O9P3

A structure of composition C24H60F2N9O9P3 at a distorted geometry (the ωB97M-V functional and the def2-TZVPD basis, the OMol25 dataset).

net charge = 0
HOMO level = -7.64 eV
frontier orbital gap = 8.022 eV
energy relative to the best compared isomer or geometry (same formula, charge and spin) = 598.4 kcal per mole
LUMO energy = 0.38 eV

Atoms and positions in Å:
P 2.125 1.540 -0.549
P -3.610 0.574 1.230
P -0.661 -4.481 -1.659
F 2.332 4.918 2.573
F 6.860 3.254 3.115
O 1.408 2.842 2.994
O 5.545 3.978 1.482
O 4.036 2.720 2.294
O 4.295 2.984 -0.018
O -0.429 2.275 4.099
O -0.433 3.924 2.421
O -4.887 1.400 1.216
O 0.755 -4.819 -2.146
O 2.204 1.644 0.914
N -1.025 -2.797 -1.584
N -1.927 -5.231 -2.567
N -3.788 -1.083 0.645
N 1.639 2.906 -1.406
N -2.965 0.652 2.775
N 1.117 0.214 -0.912
N -1.036 -5.055 -0.084
N 3.584 1.101 -1.394
N -2.346 1.166 0.230
C -1.993 1.747 3.137
C 4.606 3.333 3.421
C 4.561 3.172 1.175
C 1.141 -0.890 -0.011
C 1.747 3.903 2.066
C 0.463 4.398 1.518
C -3.398 -4.792 -2.429
C 4.009 1.613 -2.747
C 5.846 3.994 2.848
C 1.244 -0.191 -2.369
C 4.709 1.045 -0.500
C 0.164 2.979 3.287
C -1.223 0.203 -0.073
C -1.706 -5.837 -3.919
C 0.334 3.069 -2.117
C -2.645 2.221 -0.769
C -1.922 -4.371 0.822
C -3.222 -2.223 1.350
C -0.032 -2.098 -0.839
C -4.709 -1.366 -0.532
C -1.418 -2.031 -2.783
C 2.359 4.098 -1.015
C -3.787 0.249 3.805
C -0.049 -5.912 0.583
H 4.833 2.553 4.148
H 0.794 -6.312 0.020
H -3.296 -0.571 4.329
H 0.097 3.834 0.661
H 0.436 -0.922 -2.394
H -2.316 -1.902 1.864
H -3.516 -4.459 -1.398
H -4.252 1.064 4.360
H 0.476 5.480 1.387
H -1.573 -0.967 -2.602
H 0.890 -1.903 -1.388
H -2.201 -5.026 1.647
H 0.554 -5.171 1.109
H -4.677 -0.267 3.444
H -0.608 -2.114 -3.508
H -0.385 -1.098 -0.590
H -2.462 2.704 2.909
H -1.125 1.695 2.480
H -2.284 -2.453 -3.292
H -0.568 -6.715 1.106
H 0.974 -1.835 -0.529
H -3.626 -3.928 -3.054
H -4.551 -2.313 -1.046
H -2.386 1.823 -1.750
H -0.980 -6.633 -3.752
H 0.323 -0.660 0.671
H 5.278 0.120 -0.591
H 0.481 3.051 -3.197
H -5.765 -1.344 -0.259
H 2.017 -1.017 0.626
H 1.002 0.570 -3.110
H -3.683 2.530 -0.894
H 0.139 4.078 -1.753
H -3.977 -5.703 -2.580
H -2.868 -2.877 0.553
H 0.164 -2.587 0.116
H 4.887 1.091 -3.127
H -1.600 -0.592 -0.716
H 4.126 2.695 -2.681
H 4.462 1.128 0.558
H -2.716 -3.820 0.317
H -0.948 -0.148 0.922
H 2.389 4.845 -1.809
H 1.899 4.570 -0.147
H 5.907 5.036 3.164
H 5.410 1.832 -0.781
H 3.919 3.904 4.046
H -0.384 0.780 -0.464
H 3.323 3.747 -0.647
H 3.271 1.518 -3.544
H -4.670 -0.635 -1.340
H -3.893 -2.735 2.039
H 2.384 3.439 1.312
H -1.300 -3.647 1.349
H -2.042 3.105 -0.562
H -1.608 1.769 4.156
H -0.449 2.419 -1.727
H -1.174 -5.130 -4.555
H 2.187 -0.651 -2.663
H -2.606 -6.184 -4.426

---

No. 6
# C29H27F2N5O10PRuS3

A structure of composition C29H27F2N5O10PRuS3 at a distorted geometry (the ωB97M-V functional and the def2-TZVPD basis, the OMol25 dataset).

net charge = 0
HOMO level (alpha / beta) = -7.59 / -8.67 eV
multiplicity = 6
frontier orbital gap (alpha / beta) = 7.326 / 6.917 eV
energy relative to the best compared isomer or geometry (same formula, charge and spin) = 21.7 kcal per mole
LUMO energy (alpha / beta) = -0.26 / -1.75 eV

Atoms and positions in Å:
Ru -0.196 0.348 -0.184
S 3.271 -4.663 -0.728
S 0.026 2.914 2.639
S 1.150 -2.634 -1.303
P 0.086 0.544 -2.845
F -3.287 4.952 -0.408
F -5.612 1.062 0.661
O 0.896 1.741 -3.510
O 2.472 3.860 -0.850
O 0.942 -0.664 -3.443
O -1.274 3.475 2.409
O 1.171 3.757 2.503
O 5.025 3.691 -0.438
O 0.220 -0.701 2.007
O -1.238 0.620 -3.782
O 0.701 2.512 -0.799
O 6.477 2.021 -0.307
N 0.786 -5.150 -0.445
N 2.229 0.383 -0.300
N -2.089 -1.171 0.078
N 3.213 -0.503 -0.145
N 0.216 1.520 1.770
C -4.460 3.009 0.135
C 2.806 1.572 -0.385
C 5.335 2.419 -0.348
C -3.279 3.625 -0.227
C 1.934 2.759 -0.679
C -3.308 -0.603 0.042
C 4.211 1.439 -0.292
C -4.328 -2.777 -0.027
C -2.129 1.534 -0.310
C -4.454 1.639 0.262
C 4.415 0.084 -0.138
C -0.022 1.707 6.556
C 1.576 -0.615 -4.728
C 1.599 -4.142 -0.796
C 1.395 -6.332 0.147
C 0.035 2.077 4.219
C -0.034 2.601 5.490
C -2.492 0.067 -3.396
C 0.189 0.434 2.532
C -3.322 0.864 0.014
C 0.036 0.335 6.333
C -2.107 2.915 -0.408
C -4.454 -1.403 -0.020
C 0.109 0.715 3.986
C 2.803 -6.401 -0.429
C -1.979 -2.496 0.097
C 0.101 -0.177 5.044
C -3.065 -3.346 0.043
C 0.406 3.095 -3.553
H 4.036 3.835 -0.572
H -1.187 3.443 -0.618
H 1.422 -6.242 1.237
H -5.360 3.576 0.328
H 5.338 -0.461 -0.038
H -2.472 -0.277 -2.363
H 0.885 -0.249 -5.487
H -3.257 0.836 -3.498
H -5.210 -3.402 -0.081
H 3.513 -6.853 0.256
H -2.936 -4.420 0.059
H 0.304 3.369 -4.601
H 0.028 -0.340 7.179
H 0.818 -7.218 -0.118
H 2.976 -1.483 -0.131
H 2.450 0.031 -4.690
H -0.059 2.085 7.568
H -0.188 -4.948 -0.285
H -5.430 -0.950 -0.062
H -0.967 -2.867 0.174
H -0.558 3.186 -3.058
H -0.094 3.670 5.647
H 0.146 -1.243 4.861
H -2.733 -0.769 -4.053
H 1.129 3.738 -3.058
H 2.829 -6.924 -1.383
H 1.875 -1.635 -4.956

---

No. 7
# C4H6CdO3

A structure of composition C4H6CdO3 at a distorted geometry (the ωB97M-V functional and the def2-TZVPD basis, the OMol25 dataset).

net charge = +1
HOMO level (alpha / beta) = -14.72 / -14.72 eV
multiplicity = 2
frontier orbital gap (alpha / beta) = 9.172 / 6.881 eV
energy relative to the best compared isomer or geometry (same formula, charge and spin) = 3.6 kcal per mole
LUMO energy (alpha / beta) = -5.54 / -7.84 eV

Atoms and positions in Å:
Cd -2.481 1.867 1.745
O -4.452 1.997 2.117
O -2.951 3.232 3.131
O -5.083 3.554 3.621
C -6.453 3.202 3.405
C -1.302 0.440 0.614
C -1.805 -0.594 -0.072
C -4.163 2.911 2.944
H -7.033 3.852 4.064
H -6.728 3.380 2.359
H -0.907 -0.618 1.143
H -2.269 -0.399 -1.050
H -6.619 2.150 3.664
H -2.218 -1.536 0.320

---

No. 8
# C42H42MoN2P2S

A structure of composition C42H42MoN2P2S (the ωB97M-V functional and the def2-TZVPD basis, the OMol25 dataset).

net charge = +3
HOMO level (alpha / beta) = -14.98 / -15.01 eV
multiplicity = 4
frontier orbital gap (alpha / beta) = 6.582 / 4.706 eV
energy relative to the best compared isomer or geometry (same formula, charge and spin) = 11.5 kcal per mole
LUMO energy (alpha / beta) = -8.40 / -10.31 eV

Atoms and positions in Å:
Mo 0.645 -0.607 1.642
S 1.190 -3.058 4.074
P -0.064 -1.964 -0.314
P -0.949 1.137 0.815
N -2.523 -0.422 -0.866
N 4.804 1.446 -0.699
C -0.218 -4.393 -1.679
C 2.508 0.321 1.755
C 4.572 1.403 2.354
C 2.017 0.802 2.957
C -0.500 2.873 0.622
C -0.421 5.117 1.483
C 4.033 1.867 3.547
C -0.183 -6.552 -0.622
C 2.716 1.569 3.870
C 0.230 5.537 0.333
C -3.858 -0.382 -1.107
C 5.763 1.111 -1.802
C -0.790 3.786 1.632
C -4.687 1.446 2.468
C 0.885 -1.508 -1.804
C -4.433 0.676 -1.882
C 2.995 -1.767 -2.952
C 0.022 -4.564 0.713
C -1.737 0.809 -0.854
C 0.529 4.626 -0.674
C -4.494 0.890 3.731
C -5.774 0.663 -2.156
C -2.364 1.050 1.936
C -1.859 -1.750 -0.785
C -4.703 -1.423 -0.610
C -6.588 -0.364 -1.654
C -6.044 -1.395 -0.874
C -3.244 0.423 4.103
C -0.033 -5.949 0.617
C 2.221 -1.915 -1.812
C 3.830 0.648 1.443
C 1.094 -2.113 2.890
C -0.070 -3.777 -0.430
C 4.514 0.239 0.175
C -2.184 0.506 3.207
C 2.453 -1.189 -4.095
C -0.275 -5.772 -1.772
C 1.125 -0.787 -4.101
C 0.173 3.294 -0.527
C 3.546 2.052 -1.236
C 0.340 -0.965 -2.965
C -3.630 1.524 1.578
H -3.795 1.993 0.615
H -1.204 0.160 3.531
H 0.414 2.592 -1.320
H -3.089 0.007 5.089
H 2.872 2.247 -0.406
H -6.203 1.436 -2.779
H 5.481 -0.224 0.368
H -3.810 1.442 -2.317
H -4.303 -2.197 0.026
H 0.140 -4.106 1.685
H -6.690 -2.164 -0.472
H -5.659 1.831 2.188
H 6.674 0.717 -1.362
H 0.686 -0.374 -5.000
H 5.247 2.146 -0.101
H 2.634 -2.424 -0.947
H 5.971 2.017 -2.365
H -0.383 -6.243 -2.739
H 0.500 6.579 0.215
H 3.050 -1.088 -4.992
H -2.360 1.661 -1.091
H 3.113 1.331 -1.928
H -0.225 -7.630 -0.697
H -2.377 -2.358 -0.046
H -2.012 -2.249 -1.743
H -7.648 -0.361 -1.874
H -0.921 0.748 -1.571
H 3.801 2.975 -1.749
H 5.616 1.622 2.145
H 5.288 0.368 -2.436
H 3.907 -0.426 -0.430
H 1.030 4.960 -1.574
H -0.261 -3.805 -2.590
H -0.655 5.829 2.264
H 2.277 1.908 4.798
H 0.045 -6.555 1.509
H -0.711 -0.708 -3.024
H 4.010 -2.147 -2.966
H 0.958 0.537 3.228
H -5.321 0.837 4.428
H -1.313 3.474 2.528
H 4.644 2.443 4.230

---

No. 9
# C24H35N3O5S

The molecule C24H35N3O5S at a distorted geometry (the ωB97M-V functional and the def2-TZVPD basis, the OMol25 dataset).

net charge = 0
HOMO level = -8.69 eV
frontier orbital gap = 8.701 eV
energy relative to the best compared isomer or geometry (same formula, charge and spin) = 10.6 kcal per mole
SMILES = CCOCCCNC(=O)c1cn(CC)c2ccc(S(=O)(=O)N(C)C3CCCCC3)cc2c1=O
LUMO energy = 0.01 eV

Atoms and positions in Å:
S 3.218 0.211 1.187
O -5.569 0.778 0.292
O 3.014 -0.773 2.212
O -1.954 -1.011 1.547
O -4.233 -2.400 -0.970
O 4.082 1.320 1.473
N 3.733 -0.494 -0.253
N -1.983 2.459 -0.633
N -4.640 -0.973 1.396
C -3.125 1.840 -0.269
C -4.263 -2.030 -2.327
C 5.182 -0.496 -0.414
C -2.005 4.913 -0.450
C 7.401 -1.411 0.277
C 1.634 2.028 -0.090
C -5.328 -1.000 -2.705
C -5.870 -1.710 1.558
C 7.829 -1.471 -1.188
C 5.890 -1.582 0.398
C -6.389 -2.279 0.232
C 1.636 0.862 0.664
C 0.446 2.569 -0.522
C -1.997 0.039 0.911
C -4.588 0.170 0.702
C 5.588 -0.584 -1.885
C -2.080 3.702 -1.376
C -0.777 1.946 -0.216
C -3.206 0.696 0.458
C -5.340 -3.136 -0.488
C 3.018 -1.727 -0.499
C 0.459 0.235 0.979
C -0.762 0.758 0.543
C 7.100 -0.408 -2.005
H -4.383 -2.927 -2.956
H -6.684 -1.444 -0.401
H -4.052 2.296 -0.593
H 0.472 3.483 -1.092
H -5.119 -0.616 -3.700
H 7.398 -0.475 -3.053
H 3.137 -2.439 0.322
H 5.489 0.480 -0.027
H -3.038 3.703 -1.900
H 0.456 -0.663 1.578
H -6.319 -1.449 -2.713
H 7.909 -2.193 0.845
H -6.629 -1.033 1.966
H -2.086 5.829 -1.030
H 5.605 -2.568 0.024
H -2.821 4.884 0.268
H 7.378 0.583 -1.639
H -3.268 -1.612 -2.508
H -5.685 -2.513 2.273
H 2.578 2.500 -0.307
H 7.598 -2.459 -1.592
H -3.754 -1.440 1.569
H -5.814 -3.687 -1.312
H -7.268 -2.894 0.431
H 8.908 -1.323 -1.266
H 5.309 -1.557 -2.294
H -1.066 4.928 0.098
H 3.365 -2.171 -1.429
H -5.322 -0.174 -1.998
H 5.576 -1.506 1.441
H -1.290 3.739 -2.129
H 5.065 0.186 -2.455
H -4.927 -3.865 0.219
H 7.689 -0.447 0.700
H 1.960 -1.487 -0.597

---

No. 10
# CH3Cl3FNP2S

A structure of composition CH3Cl3FNP2S at a distorted geometry (the ωB97M-V functional and the def2-TZVPD basis, the OMol25 dataset).

net charge = 0
HOMO level = -9.14 eV
frontier orbital gap = 8.770 eV
energy relative to the best compared isomer or geometry (same formula, charge and spin) = 30.9 kcal per mole
LUMO energy = -0.37 eV

Atoms and positions in Å:
Cl 1.647 -2.311 -0.952
Cl -3.555 0.958 0.138
Cl 0.655 -1.262 1.669
S -1.183 -0.846 -1.288
P 0.517 -0.893 -0.228
P -1.746 0.474 0.803
F -2.127 -0.898 1.536
N -0.710 1.496 1.264
C 1.503 0.593 -0.562
H 2.570 0.393 -0.820
H 1.344 1.476 -0.020
H 1.084 0.819 -1.540

---

No. 11
# C3H11N

A cluster of 2 separate species, C3H11N in total at a distorted geometry (the ωB97M-V functional and the def2-TZVPD basis, the OMol25 dataset).

net charge = 0
HOMO level = -9.17 eV
frontier orbital gap = 10.181 eV
energy relative to the best compared isomer or geometry (same formula, charge and spin) = 11.5 kcal per mole
SMILES = CC.CN
LUMO energy = 1.01 eV

Atoms and positions in Å:
N -0.065 -1.033 -2.512
C -0.919 1.283 1.316
C 0.349 -2.014 -1.505
C 0.510 1.398 1.883
H 1.258 1.555 1.114
H -1.429 2.251 1.363
H 0.737 -0.651 -3.022
H -0.929 1.059 0.245
H 0.555 2.192 2.629
H -0.526 -2.585 -1.209
H -1.498 0.544 1.877
H 0.770 0.480 2.416
H 0.657 -1.535 -0.567
H 1.066 -2.687 -1.953
H -0.536 -0.255 -2.075